DFT (wB97M-V/def2-TZVPD) results for a structure of composition C29H32MnN5O4S at a distorted geometry.

Values from the calculation:
- E_HOMO (spin up / spin down) (eV) = -13.5 / -13.5
- gap between HOMO and LUMO (spin up / spin down) (Ha) = 0.1775 / 0.2416
- energy above the lowest of the compared OMol25 structures with the same formula, charge and spin (kJ/mol) = 137.97
- <S²> = 6.08

Geometry as ORCA input:
```
! wB97M-V def2-TZVPD RIJCOSX def2/J DEFGRID3
* xyz 2 5
Mn 1.1788 0.6137 -0.0820
C 0.2174 3.5952 -1.3376
C -0.0323 2.8578 -2.6390
C -0.5841 1.4671 -2.4955
C -1.0629 0.8285 -3.6336
C -1.6392 -0.4208 -3.5298
C -1.7930 -0.9792 -2.2673
C -1.2959 -0.2958 -1.1808
N -0.6517 0.8865 -1.2862
N 1.4205 3.1389 -0.6138
C 1.4853 3.7577 0.7187
C 1.5647 2.7828 1.8582
C 2.0787 3.1607 3.0858
C 1.9368 2.3191 4.1779
C 1.2242 1.1370 4.0170
C 0.7908 0.7967 2.7576
N 1.0041 1.5741 1.6737
C 2.6396 3.4001 -1.3922
C 3.5368 2.1961 -1.4981
C 4.6086 2.1884 -2.3787
C 5.4887 1.1203 -2.3639
C 5.2805 0.0953 -1.4504
C 4.1644 0.1523 -0.6441
N 3.2916 1.1726 -0.6761
H -0.6421 3.4514 -0.6821
H 0.3005 4.6667 -1.5532
H 0.8641 2.8139 -3.2619
H -0.7594 3.4388 -3.2090
H -0.9527 1.3137 -4.5943
H -1.9697 -0.9527 -4.4119
H -2.2816 -1.9289 -2.1269
H -1.4138 -0.6990 -0.1785
H 0.5748 4.3399 0.8904
H 2.3168 4.4590 0.7950
H 2.5809 4.1131 3.1871
H 2.3523 2.5903 5.1389
H 1.0288 0.4773 4.8497
H 0.2570 -0.1297 2.5962
H 3.2276 4.1966 -0.9272
H 2.3959 3.7591 -2.3909
H 4.7521 3.0235 -3.0517
H 6.3262 1.0915 -3.0477
H 5.9676 -0.7344 -1.3698
H 3.9596 -0.6413 0.0643
C -6.3434 -0.8671 0.4520
C -5.2477 -1.8012 0.8746
C -4.9954 -2.9820 0.1831
C -3.9219 -3.7954 0.5249
C -3.1169 -3.4324 1.5878
C -3.3881 -2.2947 2.3396
C -4.4463 -1.4837 1.9760
S -1.6862 -4.3948 2.0114
O -1.5602 -5.4893 1.1053
O -1.6799 -4.5689 3.4273
N -0.3772 -3.3497 1.6880
C 0.7183 -3.8621 0.8586
C 0.9354 -3.1385 -0.4818
C 1.2913 -1.6950 -0.2976
O 1.4557 -1.1839 0.8519
O 1.4039 -0.8914 -1.2888
H -6.8856 -1.2469 -0.4115
H -5.9319 0.1135 0.2018
H -7.0567 -0.7209 1.2642
H -5.6412 -3.2659 -0.6388
H -3.7113 -4.7148 -0.0075
H -2.7816 -2.0809 3.2115
H -4.6639 -0.5903 2.5496
H -0.0687 -2.9380 2.5568
H 0.5037 -4.9084 0.6447
H 1.6476 -3.7980 1.4232
H 0.0515 -3.1991 -1.1201
H 1.7594 -3.6140 -1.0224
*
```

***

DFT (wB97M-V/def2-TZVPD) results for a structure of composition C29H32N9O3STi at a distorted geometry.

Values from the calculation:
- E_HOMO (spin up / spin down) (eV) = -5.7 / -7.1
- gap between HOMO and LUMO (spin up / spin down) (Ha) = 0.1881 / 0.2410
- <S²> = 0.82

Geometry as ORCA input:
```
! wB97M-V def2-TZVPD RIJCOSX def2/J DEFGRID3
* xyz 0 2
Ti -0.0563 -0.1528 0.0390
N 3.7150 1.6351 -0.9451
C 2.5946 1.2281 -0.3018
S 2.3954 -0.4737 -0.0548
N 1.7484 2.1197 0.1358
N 0.6231 1.5959 0.7012
C 0.0425 2.2815 1.6424
C -1.0707 1.7781 2.3955
C -1.8333 2.6442 3.1899
C -2.8904 2.1835 3.9439
C -3.1926 0.8262 3.9526
C -2.4444 -0.0588 3.2038
C -1.3845 0.3806 2.3933
O -0.6950 -0.4620 1.6704
H 4.4402 0.9476 -1.0616
H 3.9801 2.6042 -0.8888
H 0.4447 3.2634 1.9022
H -1.5894 3.6981 3.1905
H -3.4821 2.8741 4.5235
H -4.0153 0.4662 4.5539
H -2.6662 -1.1173 3.2195
C 3.2213 4.6782 -7.1588
O 3.6975 3.5572 -6.4609
C 3.0583 2.3609 -6.6544
C 2.0551 2.1330 -7.5921
C 1.4679 0.8866 -7.6814
C 1.8084 -0.1428 -6.7968
C 2.8423 0.0881 -5.8769
C 3.4672 1.3127 -5.8298
N 1.1721 -1.3527 -6.9643
N 0.7982 -2.1473 -6.0765
C 0.6195 -1.9446 -4.7451
C 0.6183 -3.1202 -3.9643
C 0.3795 -3.1250 -2.6092
C 0.1640 -1.9168 -1.9280
O -0.1382 -1.8056 -0.6519
C 0.2129 -0.7093 -2.6710
N 0.0725 0.4256 -1.9240
C -0.0092 1.5918 -2.5746
C -0.1447 1.6625 -3.9482
C -0.0184 0.5091 -4.7130
C 0.3110 -0.7032 -4.0896
H 3.8239 5.5210 -6.8245
H 2.1670 4.8701 -6.9316
H 3.3404 4.5688 -8.2411
H 1.7131 2.9196 -8.2467
H 0.6832 0.7094 -8.4018
H 3.1599 -0.7069 -5.2171
H 4.2643 1.5023 -5.1279
H 0.8335 -4.0463 -4.4773
H 0.3562 -4.0551 -2.0583
H 0.0214 2.4827 -1.9553
H -0.3305 2.6089 -4.4307
H -0.1828 0.5588 -5.7744
C -3.1884 -1.5088 -0.8272
N -3.4189 -0.3403 -1.6541
C -3.5178 -0.6367 -3.0704
C -2.9203 0.8640 -1.2415
N -2.0095 0.9266 -0.3207
N -3.4957 1.9694 -1.8103
C -4.8629 1.9488 -2.2806
C -2.9674 3.2981 -1.5938
H -4.0171 -2.2012 -0.9862
H -3.1685 -1.2112 0.2210
H -2.2471 -2.0090 -1.0767
H -2.7191 -1.3274 -3.3629
H -3.4068 0.2662 -3.6650
H -4.4843 -1.0979 -3.2900
H -1.8973 1.8723 0.0393
H -5.3109 0.9841 -2.0596
H -4.9159 2.1414 -3.3564
H -5.4319 2.7230 -1.7586
H -1.8810 3.2743 -1.5473
H -3.3597 3.7547 -0.6769
H -3.2582 3.9240 -2.4383
*
```

***

DFT (wB97M-V/def2-TZVPD) results for a structure of composition C29H33AsAuIN6O3P at a distorted geometry.

Values from the calculation:
- E_HOMO (spin up / spin down) (eV) = -15.9 / -16.3
- gap between HOMO and LUMO (spin up / spin down) (Ha) = 0.3112 / 0.2110
- <S²> = 2.02

Geometry as ORCA input:
```
! wB97M-V def2-TZVPD RIJCOSX def2/J DEFGRID3
* xyz 3 3
Au -2.2214 0.4390 2.5933
N -3.3034 -0.9327 4.7341
N -4.0939 -1.9670 4.2380
C -4.3758 -2.0792 2.9252
N -5.1972 -3.0287 2.5250
N -3.7820 -1.1884 2.1094
N -4.0732 -1.1475 0.7819
O -4.7760 -1.9891 0.2499
O -3.6373 -0.1679 0.1880
H -2.5234 -1.3157 5.2569
H -3.8526 -0.3503 5.3586
H -4.5028 -2.6331 4.8769
H -5.6537 -3.6514 3.1740
H -5.4140 -3.1042 1.5421
N -3.3080 4.9055 2.4885
C -2.7351 3.7393 2.7846
O -2.7641 2.7738 2.0282
C -2.0348 3.7455 4.1428
I -0.8908 1.9749 4.5388
H -3.8338 4.9898 1.6318
H -3.2916 5.7032 3.1031
H -2.7553 3.8321 4.9527
H -1.3230 4.5654 4.2030
C 1.2842 0.2523 1.4792
C 2.4012 -0.3124 0.5745
As 3.0326 0.6500 -1.0570
C 2.0636 -0.0805 -2.5829
C 1.4357 0.7671 -3.4856
C 0.8222 0.2409 -4.6134
C 0.8638 -1.1278 -4.8444
C 1.5122 -1.9687 -3.9498
C 2.1112 -1.4534 -2.8111
C 4.7985 -0.0511 -1.3542
C 5.1944 -0.2510 -2.6867
C 6.3844 -0.8982 -2.9475
C 7.2181 -1.2665 -1.8930
C 6.8532 -1.0112 -0.5706
C 5.6633 -0.3682 -0.2982
P -0.4445 0.3407 0.8313
C -0.6934 -1.3173 0.1731
C -1.1004 -1.5863 -1.1318
C -1.3373 -2.8977 -1.5127
C -1.1731 -3.9359 -0.6064
C -0.7747 -3.6679 0.6991
C -0.5504 -2.3618 1.0958
C -0.5235 1.7119 -0.3287
C -1.6178 1.8993 -1.1792
C -1.6882 3.0300 -1.9775
C -0.6900 3.9931 -1.9231
C 0.3922 3.8236 -1.0681
C 0.4696 2.7012 -0.2593
H 1.5498 1.2338 1.8722
H 1.2221 -0.4085 2.3468
H 2.1592 -1.3230 0.2408
H 3.2848 -0.3715 1.2108
H 1.4391 1.8364 -3.3188
H 0.3351 0.9008 -5.3186
H 0.4026 -1.5370 -5.7336
H 1.5680 -3.0322 -4.1426
H 2.6263 -2.1151 -2.1240
H 4.5634 0.0730 -3.5046
H 6.6746 -1.0981 -3.9697
H 8.1815 -1.7125 -2.1024
H 7.5091 -1.2962 0.2402
H 5.4134 -0.1213 0.7260
H -1.2361 -0.7749 -1.8350
H -1.6667 -3.1065 -2.5217
H -1.3625 -4.9572 -0.9084
H -0.6562 -4.4744 1.4106
H -0.2808 -2.1489 2.1251
H -2.4217 1.1830 -1.1971
H -2.5408 3.1728 -2.6281
H -0.7648 4.8919 -2.5208
H 1.1595 4.5840 -1.0017
H 1.2775 2.6337 0.4562
*
```

***

DFT (wB97M-V/def2-TZVPD) results for a structure of composition C29H33AsF3N3O12S3 at a distorted geometry.

Values from the calculation:
- E_HOMO (eV) = -0.5
- gap between HOMO and LUMO (Ha) = 0.1333

Geometry as ORCA input:
```
! wB97M-V def2-TZVPD RIJCOSX def2/J DEFGRID3
* xyz -2 1
O 5.3459 -5.7379 0.3931
C 4.7203 -5.4479 1.3917
C 4.5391 -4.0514 1.9451
As 3.0718 -2.9820 0.9203
C 2.5754 -2.0405 2.6346
C 1.1144 -1.5757 2.7575
C 0.9196 -0.9588 4.1963
S 1.5041 0.7702 4.3190
C 0.2747 1.8013 3.5677
S -1.3069 1.8234 3.9294
N 0.7592 2.7120 2.5551
C 0.6360 2.6132 1.2011
C 1.3055 3.7455 0.7577
N 1.8040 4.4654 1.8039
C 1.4556 3.8173 2.8922
C 1.7414 -1.9336 -0.2099
C 0.3412 -2.5610 -0.3547
C -0.5720 -1.5155 -1.1594
C -1.9198 -1.4087 -0.4504
C -2.8272 -2.4562 -0.6551
C -4.0735 -2.4893 -0.0569
C -4.4370 -1.4435 0.7955
C -3.5396 -0.4125 1.0020
C -2.2842 -0.3701 0.4011
N 4.5092 -1.5456 0.4873
C 5.2129 -1.8659 -0.4194
S 6.1569 -2.5218 -1.5665
C 1.7990 -4.5397 1.2573
O 1.2439 -4.7119 2.3846
O 1.5996 -5.3657 0.3328
H 4.2009 -6.2657 1.9559
H 4.3013 -4.1707 3.0177
H 5.5285 -3.5559 1.9052
H 3.5231 -3.7172 -0.3750
H 3.2065 -1.1276 2.6967
H 2.8127 -2.6118 3.5463
H 0.8205 -0.7711 2.0645
H 0.3677 -2.3797 2.6980
H -0.1692 -0.9471 4.3779
H 1.4350 -1.6136 4.9104
H 0.1427 1.8217 0.6526
H 1.4113 3.9894 -0.3097
H 1.7290 4.1418 3.8911
H 1.7174 -0.8699 0.1053
H 2.1740 -1.9040 -1.2308
H -0.1870 -2.7339 0.5895
H 0.3497 -3.4636 -0.9791
H -0.0838 -0.5325 -1.0512
H -0.7285 -1.8079 -2.2053
H -2.5257 -3.2853 -1.3012
H -4.7075 -3.3557 -0.2575
H -5.4170 -1.4923 1.2739
H -3.8490 0.3713 1.6979
H -1.5789 0.4400 0.5944
C 2.7474 5.6465 -4.3591
C 1.6403 5.4840 -3.3513
O 1.7650 4.1340 -2.9557
C 3.0948 3.8174 -3.1016
O 3.6135 2.8742 -2.6259
O 3.7365 4.7491 -3.8683
F 0.4216 5.6618 -3.9280
H 2.4413 5.3405 -5.3619
H 3.1307 6.6644 -4.4019
H 1.7284 6.1307 -2.4754
C -6.2312 3.8344 3.2871
C -5.5856 3.4064 1.9946
O -4.4942 2.6285 2.4339
C -4.8616 2.0880 3.6338
O -4.3111 1.1841 4.1576
O -5.9564 2.7272 4.1426
F -5.1157 4.4742 1.3007
H -5.7733 4.7361 3.6989
H -7.3032 3.9959 3.1886
H -6.2262 2.8041 1.3464
C -1.5908 -1.1544 -6.7761
C -1.4515 -0.0907 -5.7178
O -1.6614 -0.8082 -4.5233
C -1.2446 -2.0905 -4.7639
O -1.0257 -2.8912 -3.9270
O -1.1069 -2.3134 -6.1049
F -2.4201 0.8571 -5.8395
H -2.6311 -1.3104 -7.0703
H -1.0001 -0.9427 -7.6656
H -0.4720 0.3911 -5.6872
*
```

***

DFT (wB97M-V/def2-TZVPD) results for a structure of composition C29H33IN3PZr.

Values from the calculation:
- E_HOMO (eV) = -14.4
- gap between HOMO and LUMO (Ha) = 0.2641
- energy above the lowest of the compared OMol25 structures with the same formula, charge and spin (kJ/mol) = 9.40

Geometry as ORCA input:
```
! wB97M-V def2-TZVPD RIJCOSX def2/J DEFGRID3
* xyz 2 1
Zr -0.0476 -0.2386 1.2262
N -2.3540 -1.1204 -0.9760
P -0.7509 -1.6936 -0.9421
C -0.7817 -3.4797 -0.9578
C -0.4207 -4.2494 0.1461
C -0.4485 -5.6315 0.0591
C -0.8435 -6.2468 -1.1198
C -1.1971 -5.4868 -2.2280
C -1.1521 -4.1067 -2.1556
C 0.0225 -1.1594 -2.4727
C 1.3877 -1.4118 -2.6220
C 2.0375 -1.0060 -3.7741
C 1.3305 -0.3557 -4.7801
C -0.0263 -0.1102 -4.6351
C -0.6832 -0.5047 -3.4772
C -2.8417 -0.0820 -0.2096
C -4.2106 0.2001 -0.1822
C -4.6556 1.2470 0.5901
C -3.7484 2.0165 1.3251
C -2.4236 1.6818 1.2565
N -1.9726 0.6475 0.5052
H -3.0620 -1.6718 -1.4434
H -0.1212 -3.7819 1.0746
H -0.1606 -6.2286 0.9131
H -0.8655 -7.3265 -1.1805
H -1.4914 -5.9710 -3.1485
H -1.3882 -3.5180 -3.0347
H 1.9457 -1.9342 -1.8511
H 3.0946 -1.2011 -3.8923
H 1.8429 -0.0433 -5.6798
H -0.5767 0.3875 -5.4217
H -1.7400 -0.2983 -3.3631
H -4.9015 -0.4005 -0.7571
H -5.7126 1.4739 0.6251
H -4.0696 2.8481 1.9335
H -1.6642 2.2481 1.7930
I -1.5300 -1.7765 2.9382
C 0.9612 5.3178 1.8883
C 0.8972 4.0177 1.1417
C 0.2142 3.9364 -0.0829
C 0.1735 2.7742 -0.8232
C -0.5309 2.7072 -2.1425
C 0.8325 1.6393 -0.3115
C 1.5066 1.6865 0.9285
C 1.5121 2.8910 1.6598
N 1.8448 0.4135 1.3974
C 2.3794 0.1148 2.7656
C 1.4258 0.6631 3.8548
C 3.7906 0.6653 2.9356
C 2.4254 -1.4172 2.8132
H 0.3330 6.0758 1.4265
H 1.9857 5.6921 1.9068
H 0.6434 5.1893 2.9234
H -0.2651 4.8280 -0.4677
H -0.8594 3.6930 -2.4637
H -1.4133 2.0640 -2.0734
H 0.1155 2.2862 -2.9132
H 0.9795 0.7681 -0.9547
H 2.0319 2.9581 2.6017
H 1.6653 1.6816 4.1482
H 1.4374 0.0341 4.7443
H 0.3550 0.6977 3.5592
H 3.8146 1.7532 2.9117
H 4.4431 0.2838 2.1518
H 4.1913 0.3468 3.8994
H 1.4806 -1.9068 2.5062
H 2.6017 -1.7700 3.8288
H 3.2074 -1.8000 2.1587
*
```

***

DFT (wB97M-V/def2-TZVPD) results for a structure of composition C29H33IrN6 at a distorted geometry.

Values from the calculation:
- E_HOMO (spin up / spin down) (eV) = -5.8 / -5.7
- gap between HOMO and LUMO (spin up / spin down) (Ha) = 0.1808 / 0.1792

Geometry as ORCA input:
```
! wB97M-V def2-TZVPD RIJCOSX def2/J DEFGRID3
* xyz 0 1
Ir -0.2324 0.8708 0.2849
C 2.8825 0.9625 -0.6251
N 1.9460 0.8075 0.4624
C 2.3792 0.8022 1.6882
C 1.4767 0.7246 2.7582
C 1.6806 0.5997 4.1425
C 0.4232 0.5991 4.7224
C -0.4990 0.7265 3.6775
N 0.1238 0.7897 2.5072
C 2.7889 -0.1992 -1.5840
C 3.8899 -0.9950 -1.8694
C 3.7765 -2.0571 -2.7527
C 2.5587 -2.3419 -3.3469
C 1.4514 -1.5598 -3.0573
C 1.5710 -0.4947 -2.1837
H 3.9094 1.0551 -0.2450
H 2.6346 1.8846 -1.1660
H 3.4482 0.8796 1.8958
H 2.6281 0.5236 4.6396
H 0.1903 0.5167 5.7679
H -1.5710 0.7666 3.7497
H 4.8394 -0.7890 -1.3949
H 4.6417 -2.6645 -2.9743
H 2.4716 -3.1733 -4.0281
H 0.4990 -1.7743 -3.5215
H 0.7045 0.1184 -1.9390
N -0.2323 2.5963 -0.4981
C 0.0853 3.4469 -1.4304
C 0.4312 3.0630 -2.7639
C 0.7864 3.9995 -3.7022
C 0.8082 5.3564 -3.3908
C 0.4661 5.7608 -2.1045
C 0.1112 4.8462 -1.1471
H 0.4013 2.0153 -3.0196
H 1.0521 3.6766 -4.6999
H 1.0771 6.0847 -4.1405
H 0.4793 6.8117 -1.8547
H -0.1555 5.1562 -0.1492
N -2.1928 0.3882 0.0475
C -3.3231 0.7033 0.1215
C -4.6876 0.8808 0.1897
C -5.3642 0.6688 1.4131
C -6.7365 0.7046 1.4547
C -7.4756 0.9565 0.3033
C -6.8188 1.2085 -0.8959
C -5.4462 1.1800 -0.9654
H -4.7850 0.4712 2.3037
H -7.2492 0.5344 2.3901
H -8.5534 0.9645 0.3434
H -7.3963 1.4284 -1.7826
H -4.9330 1.3772 -1.8951
C 2.1613 -3.6459 2.4727
C 1.1975 -3.4714 1.2991
C 1.9205 -3.8263 -0.0104
C -0.0405 -4.3484 1.4927
N 0.7815 -2.0701 1.3585
N -0.1149 -1.6149 0.3555
H 2.4589 -4.6863 2.5751
H 1.6859 -3.3174 3.3925
H 3.0528 -3.0412 2.3201
H 2.3263 -4.8322 0.0468
H 2.7381 -3.1294 -0.1886
H 1.2499 -3.7899 -0.8677
H 0.2481 -5.3841 1.6439
H -0.6937 -4.3023 0.6254
H -0.5923 -4.0048 2.3635
H 1.5983 -1.4679 1.3484
H -1.0505 -1.9280 0.6087
H 0.1086 -1.9957 -0.5712
*
```